ORCA calculation (ωB97M-V with the def2-TZVPD basis set) on a 4-piece molecular cluster, C23H68N12O4P3 overall.

Each atom is followed by the atoms it is bonded to, with distances in Å.
Element x y z (Å)
1 C 2.9027 5.7937 -1.6252  N2 1.513, H10 1.170, H11 1.189, H12 1.188
2 N 1.8284 4.7610 -1.8857  C1 1.513, C3 1.513, H13 1.044
3 C 1.7869 3.6737 -0.8348  N2 1.513, N4 1.520, H14 1.184, H15 1.191
4 N 2.7332 2.5106 -1.0865  C3 1.520, N5 1.392, H16 1.065, H17 1.063
5 N 2.0983 1.3180 -1.4229  N4 1.392, C6 1.512, C7 1.524
6 C 1.2640 1.4362 -2.6788  N5 1.512, H18 1.190, H19 1.175, H20 1.192
7 C 3.0781 0.1517 -1.4855  N5 1.524, C8 1.672, O9 1.359
8 C 3.9130 -0.3745 -0.1359  C7 1.672, H21 1.184, H22 1.193, H23 1.193
9 O 3.3210 -0.5759 -2.6073  C7 1.359
10 H 3.8739 5.3832 -1.1171  C1 1.170
11 H 2.4473 6.6393 -0.9246  C1 1.189
12 H 3.2464 6.3282 -2.6292  C1 1.188
13 H 1.8475 4.3884 -2.8602  N2 1.044
14 H 0.6566 3.3451 -0.7052  C3 1.184
15 H 2.1187 4.1830 0.1890  C3 1.191
16 H 3.2136 2.3262 -0.1545  N4 1.065
17 H 3.5292 2.7496 -1.7500  N4 1.063
18 H 0.9585 0.3905 -3.1570  C6 1.190
19 H 1.7676 2.0561 -3.5412  C6 1.175
20 H 0.2301 1.9652 -2.4104  C6 1.192
21 H 3.8010 -1.5452 0.0039  C8 1.184
22 H 5.0814 -0.1551 -0.2374  C8 1.193
23 H 3.4830 0.1300 0.8565  C8 1.193
24 O 2.6155 6.0390 -5.2863  P25 1.548
25 P 3.5060 6.5117 -6.4615  O24 1.548, N26 1.720, N29 1.726, N32 1.780
26 N 3.0459 8.1551 -6.2497  P25 1.720, C27 1.459, C28 1.467
27 C 2.9429 9.1786 -7.2849  N26 1.459, H35 1.095, H36 1.097, H37 1.087
28 C 3.6214 8.7785 -5.0533  N26 1.467, H38 1.096, H39 1.093, H40 1.094
29 N 2.4480 5.7651 -7.6027  P25 1.726, C30 1.457, C31 1.472
30 C 1.2407 6.4294 -8.0758  N29 1.457, H41 1.093, H42 1.097, H43 1.090
31 C 2.1052 4.3701 -7.2812  N29 1.472, H44 1.095, H45 1.096, H46 1.098
32 N 4.5297 7.0550 -7.8124  P25 1.780, C33 1.467, C34 1.472
33 C 4.5143 6.4002 -9.1252  N32 1.467, H47 1.095, H48 1.097, H49 1.094
34 C 5.9291 7.0577 -7.3570  N32 1.472, H50 1.096, H51 1.095, H52 1.096
35 H 3.9225 9.5593 -7.5937  C27 1.095
36 H 2.3609 10.0331 -6.9184  C27 1.097
37 H 2.4228 8.8404 -8.1779  C27 1.087
38 H 4.6623 9.0770 -5.2254  C28 1.096
39 H 3.6092 8.0946 -4.2005  C28 1.093
40 H 3.0516 9.6633 -4.7527  C28 1.094
41 H 0.6457 6.8345 -7.2537  C30 1.093
42 H 0.6011 5.7502 -8.6533  C30 1.097
43 H 1.4832 7.2262 -8.7794  C30 1.090
44 H 1.3040 4.3042 -6.5380  C31 1.095
45 H 2.9798 3.8377 -6.8899  C31 1.096
46 H 1.7843 3.8302 -8.1819  C31 1.098
47 H 4.6748 5.3199 -9.0460  C33 1.095
48 H 5.2967 6.8089 -9.7771  C33 1.097
49 H 3.5806 6.5925 -9.6612  C33 1.094
50 H 6.2982 6.0369 -7.2058  C34 1.096
51 H 6.0297 7.5902 -6.4050  C34 1.095
52 H 6.5834 7.5711 -8.0715  C34 1.096
53 O -0.0119 -1.0879 3.3301  P54 1.548
54 P -0.4840 -1.6576 1.9701  O53 1.548, N55 1.720, N58 1.726, N61 1.780
55 N -0.8065 -0.0908 1.3388  P54 1.720, C56 1.459, C57 1.467
56 C -1.8276 0.2686 0.3601  N55 1.459, H64 1.095, H65 1.097, H66 1.087
57 C 0.4024 0.6825 1.0356  N55 1.467, H67 1.096, H68 1.093, H69 1.094
58 N -1.9176 -2.2864 2.6972  P54 1.726, C59 1.457, C60 1.472
59 C -3.0959 -1.4560 2.9092  N58 1.457, H70 1.093, H71 1.097, H72 1.090
60 C -1.6782 -3.0612 3.9257  N58 1.472, H73 1.095, H74 1.096, H75 1.098
61 N -1.0267 -2.3125 0.4065  P54 1.780, C62 1.467, C63 1.472
62 C -1.9932 -3.4118 0.3058  N61 1.467, H76 1.095, H77 1.097, H78 1.094
63 C 0.1620 -2.7226 -0.3581  N61 1.472, H79 1.096, H80 1.095, H81 1.096
64 H -1.5454 -0.0143 -0.6599  C56 1.095
65 H -1.9937 1.3529 0.3643  C56 1.097
66 H -2.8003 -0.1705 0.5682  C56 1.087
67 H 0.8405 0.3716 0.0797  C57 1.096
68 H 1.1651 0.5520 1.8079  C57 1.093
69 H 0.1870 1.7544 0.9867  C57 1.094
70 H -2.8472 -0.5033 3.3829  C59 1.093
71 H -3.8426 -1.9601 3.5354  C59 1.097
72 H -3.6188 -1.2725 1.9703  C59 1.090
73 H -1.5513 -2.4159 4.8009  C60 1.095
74 H -0.7792 -3.6798 3.8232  C60 1.096
75 H -2.5125 -3.7475 4.1223  C60 1.098
76 H -1.6912 -4.2786 0.9029  C62 1.095
77 H -2.1043 -3.7429 -0.7344  C62 1.097
78 H -2.9970 -3.0952 0.6030  C62 1.094
79 H 0.6364 -3.6031 0.0898  C63 1.096
80 H 0.9079 -1.9207 -0.3813  C63 1.095
81 H -0.0886 -2.9449 -1.4021  C63 1.096
82 O -4.2486 -5.9774 5.0640  P83 1.548
83 P -4.4974 -6.6167 6.4521  O82 1.548, N84 1.720, N87 1.726, N90 1.780
84 N -2.8542 -6.4235 6.9209  P83 1.720, C85 1.459, C86 1.467
85 C -2.0909 -7.2818 7.8211  N84 1.459, H93 1.095, H94 1.097, H95 1.087
86 C -2.4800 -5.0324 7.1971  N84 1.467, H96 1.096, H97 1.093, H98 1.094
87 N -4.7067 -8.1713 5.7318  P83 1.726, C88 1.457, C89 1.472
88 C -3.5700 -9.0192 5.3973  N87 1.457, H99 1.093, H100 1.097, H101 1.090
89 C -5.6375 -8.1849 4.5915  N87 1.472, H102 1.095, H103 1.096, H104 1.098
90 N -4.7835 -7.3516 8.0478  P83 1.780, C91 1.467, C92 1.472
91 C -5.5012 -8.6205 8.2133  N90 1.467, H105 1.095, H106 1.097, H107 1.094
92 C -5.4714 -6.3627 8.8931  N90 1.472, H108 1.096, H109 1.095, H110 1.096
93 H -2.3443 -7.1124 8.8732  C85 1.095
94 H -1.0166 -7.0911 7.7089  C85 1.097
95 H -2.2158 -8.3426 7.6174  C85 1.087
96 H -2.8159 -4.7238 8.1942  C86 1.096
97 H -2.9242 -4.3468 6.4707  C86 1.093
98 H -1.3962 -4.8927 7.1370  C86 1.094
99 H -2.7993 -8.4746 4.8465  C88 1.093
100 H -3.8705 -9.8839 4.7924  C88 1.097
101 H -3.1354 -9.4619 6.2938  C88 1.090
102 H -5.1583 -7.8516 3.6653  C89 1.095
103 H -6.4966 -7.5328 4.7864  C89 1.096
104 H -6.0383 -9.1940 4.4277  C89 1.098
105 H -6.4748 -8.6087 7.7122  C91 1.095
106 H -5.6727 -8.8391 9.2749  C91 1.097
107 H -4.9130 -9.4675 7.8489  C91 1.094
108 H -6.4978 -6.1930 8.5484  C92 1.096
109 H -4.9511 -5.3990 8.8701  C92 1.095
110 H -5.4954 -6.6785 9.9428  C92 1.096

Calculated values
highest occupied orbital energy	-9.00	eV
charge	+1

These are the Löwdin partial charges, in e, on atoms 1 to 99:
1. C -0.14
2. N -0.11
3. C -0.16
4. N 0.04
5. N -0.17
6. C -0.05
7. C -0.24
8. C -0.02
9. O -0.01
10. H 0.08
11. H 0.11
12. H 0.08
13. H 0.10
14. H 0.15
15. H 0.17
16. H 0.20
17. H 0.22
18. H 0.14
19. H 0.11
20. H 0.12
21. H 0.11
22. H 0.11
23. H 0.09
24. O -0.34
25. P 0.76
26. N -0.31
27. C -0.13
28. C -0.14
29. N -0.36
30. C -0.13
31. C -0.16
32. N -0.28
33. C -0.12
34. C -0.15
35. H 0.08
36. H 0.09
37. H 0.06
38. H 0.07
39. H 0.05
40. H 0.09
41. H 0.09
42. H 0.09
43. H 0.06
44. H 0.07
45. H 0.07
46. H 0.08
47. H 0.09
48. H 0.09
49. H 0.08
50. H 0.08
51. H 0.07
52. H 0.09
53. O -0.30
54. P 0.76
55. N -0.30
56. C -0.13
57. C -0.16
58. N -0.36
59. C -0.12
60. C -0.14
61. N -0.29
62. C -0.11
63. C -0.15
64. H 0.07
65. H 0.08
66. H 0.06
67. H 0.03
68. H 0.07
69. H 0.07
70. H 0.09
71. H 0.09
72. H 0.05
73. H 0.08
74. H 0.08
75. H 0.07
76. H 0.09
77. H 0.09
78. H 0.08
79. H 0.09
80. H 0.05
81. H 0.09
82. O -0.32
83. P 0.76
84. N -0.31
85. C -0.13
86. C -0.15
87. N -0.37
88. C -0.13
89. C -0.15
90. N -0.29
91. C -0.12
92. C -0.15
93. H 0.08
94. H 0.09
95. H 0.05
96. H 0.07
97. H 0.06
98. H 0.08
99. H 0.09

ORCA calculation (ωB97M-V with the def2-TZVPD basis set) on a 15-piece molecular cluster, C23H76N14O15 overall.

Each atom is followed by the atoms it is bonded to, with distances in Å.
Element x y z (Å)
1 C 6.5223 -7.1737 -23.1520  O2 1.430, H3 1.043, H4 1.118, H5 1.053
2 O 5.5096 -7.9221 -23.8295  C1 1.430, H6 0.937
3 H 6.2537 -6.1663 -23.1699  C1 1.043
4 H 7.5879 -7.2969 -23.4659  C1 1.118
5 H 6.5521 -7.4060 -22.1257  C1 1.053
6 H 4.8251 -8.1173 -23.2196  O2 0.937
7 C 7.0269 -11.5561 -15.5344  O8 1.380, H9 1.104, H10 1.098, H11 1.086
8 O 6.9402 -12.8086 -16.1062  C7 1.380, H12 0.958
9 H 7.0878 -10.7172 -16.2502  C7 1.104
10 H 7.9880 -11.5366 -15.0038  C7 1.098
11 H 6.1924 -11.4011 -14.8577  C7 1.086
12 H 7.0063 -13.4796 -15.4253  O8 0.958
13 C 3.9947 -4.5065 -17.8039  O14 1.388, H15 1.122, H16 1.108, H17 1.050
14 O 4.1544 -5.8322 -18.1817  C13 1.388, H18 1.021
15 H 3.5163 -4.3216 -16.8063  C13 1.122
16 H 3.1897 -4.1102 -18.4534  C13 1.108
17 H 4.8271 -3.8994 -18.0058  C13 1.050
18 H 3.4926 -6.5036 -17.7898  O14 1.021
19 C 1.7068 -11.3876 -16.5927  O20 1.369, H21 1.087, H22 1.068, H23 1.058
20 O 1.7318 -11.5113 -15.2295  C19 1.369, H24 0.966
21 H 2.6720 -10.9548 -16.8424  C19 1.087
22 H 0.8829 -10.8587 -17.0187  C19 1.068
23 H 1.6737 -12.3859 -16.9411  C19 1.058
24 H 2.3072 -12.2292 -14.9362  O20 0.966
25 C 1.4046 -7.5243 -17.7042  O26 1.367, N27 1.289, N28 1.299
26 O 1.6001 -8.7308 -18.3164  C25 1.367
27 N 2.0968 -7.0644 -16.7184  C25 1.289, H29 1.034, H30 1.052
28 N 0.4384 -6.7011 -17.9801  C25 1.299, H31 1.077, H32 1.027
29 H 2.7432 -7.6737 -16.1893  N27 1.034
30 H 1.6116 -6.3086 -16.1698  N27 1.052
31 H -0.2448 -6.9106 -18.7856  N28 1.077
32 H 0.2072 -5.7604 -17.6386  N28 1.027
33 C 7.3198 -6.5123 -15.9907  O34 1.437, N35 1.304, N36 1.302
34 O 8.3028 -6.3819 -14.9510  C33 1.437
35 N 7.0265 -7.7033 -16.4321  C33 1.304, H37 0.997, H38 1.014
36 N 6.6052 -5.5527 -16.5036  C33 1.302, H39 0.993, H40 0.996
37 H 7.7201 -8.4171 -16.4904  N35 0.997
38 H 6.3428 -7.8451 -17.1672  N35 1.014
39 H 6.7584 -4.6192 -16.2034  N36 0.993
40 H 5.8949 -5.7396 -17.1757  N36 0.996
41 C 5.0826 -9.0176 -19.6903  O42 1.368, N43 1.261, N44 1.301
42 O 5.7531 -9.1547 -20.8743  C41 1.368
43 N 3.8324 -9.1761 -19.7465  C41 1.261, H45 1.056, H46 1.056
44 N 5.6481 -8.9728 -18.5197  C41 1.301, H47 0.978, H48 1.053
45 H 3.5784 -9.1353 -20.7705  N43 1.056
46 H 3.0259 -9.0715 -19.0724  N43 1.056
47 H 6.5574 -9.3309 -18.5583  N44 0.978
48 H 5.0928 -8.8803 -17.6293  N44 1.053
49 C 9.0492 -9.8166 -19.4558  O50 1.337, N51 1.229, N52 1.297
50 O 8.3722 -9.6358 -18.3169  C49 1.337
51 N 10.2166 -10.1990 -19.4327  C49 1.229, H53 1.074, H54 1.009
52 N 8.6658 -9.6522 -20.6838  C49 1.297, H55 1.001, H56 0.990
53 H 10.5588 -10.4973 -18.4592  N51 1.074
54 H 10.9158 -10.0348 -20.1410  N51 1.009
55 H 7.7009 -9.3940 -20.7479  N52 1.001
56 H 9.1323 -9.9507 -21.5045  N52 0.990
57 C 4.4093 -9.2877 -15.0827  O58 1.389, N59 1.282, N60 1.267
58 O 4.1393 -9.0463 -16.4236  C57 1.389
59 N 3.5590 -9.8453 -14.3017  C57 1.282, H61 0.993, H62 1.034
60 N 5.4365 -8.8601 -14.4762  C57 1.267, H63 1.023, H64 1.095
61 H 2.8340 -10.3249 -14.7808  N59 0.993
62 H 3.8143 -10.1658 -13.3528  N59 1.034
63 H 6.1748 -8.4621 -15.0612  N60 1.023
64 H 5.5757 -9.1470 -13.4291  N60 1.095
65 C 6.0183 -11.0263 -24.2135  O66 1.398, N67 1.303, N68 1.285
66 O 5.7288 -12.1146 -25.0410  C65 1.398
67 N 5.8715 -10.9404 -22.9214  C65 1.303, H69 1.014, H70 1.060
68 N 6.6543 -10.0270 -24.7128  C65 1.285, H71 1.001, H72 1.018
69 H 5.4880 -11.7265 -22.4076  N67 1.014
70 H 6.4047 -10.2729 -22.2930  N67 1.060
71 H 6.9766 -10.1874 -25.6473  N68 1.001
72 H 6.5865 -9.0937 -24.3115  N68 1.018
73 C 4.1836 -12.5168 -18.3863  O74 1.404, N75 1.292, N76 1.281
74 O 4.1831 -13.8743 -18.0268  C73 1.404
75 N 3.3214 -11.8951 -19.1204  C73 1.292, H77 1.082, H78 1.003
76 N 5.1188 -11.7241 -18.0142  C73 1.281, H79 0.993, H80 0.981
77 H 2.4599 -12.3947 -19.5436  N75 1.082
78 H 3.4403 -10.9211 -19.3282  N75 1.003
79 H 4.9719 -10.7693 -18.2430  N76 0.993
80 H 5.9187 -11.9327 -17.4851  N76 0.981
81 C 8.3098 -4.1120 -18.5253  C82 1.534, H85 1.071, H86 1.027, H87 1.106
82 C 8.3778 -5.1419 -19.6602  C81 1.534, C83 1.509, O84 1.214, H88 1.109
83 C 7.3826 -6.2621 -19.4801  C82 1.509, H89 1.085, H90 1.105, H91 1.110
84 O 7.9963 -4.6472 -20.7008  C82 1.214, H92 0.989
85 H 7.4033 -3.5859 -18.3039  C81 1.071
86 H 8.9817 -3.3562 -18.7039  C81 1.027
87 H 8.8193 -4.6110 -17.6805  C81 1.106
88 H 9.4398 -5.4623 -19.6534  C82 1.109
89 H 7.3353 -6.9101 -20.3489  C83 1.085
90 H 6.3667 -5.8523 -19.3342  C83 1.105
91 H 7.5787 -6.9419 -18.6241  C83 1.110
92 H 7.3899 -3.8927 -20.4990  O84 0.989
93 C 2.2914 -6.6191 -20.8986  C94 1.569, H97 1.053, H98 1.154, H99 1.044
94 C 3.6294 -6.2111 -21.6103  C93 1.569, C95 1.563, O96 1.266, H100 1.149
95 C 3.3346 -5.5830 -23.0108  C94 1.563, H101 1.103, H102 1.072, H103 1.107
96 O 4.3808 -5.3372 -21.0856  C94 1.266, H104 0.988
97 H 2.1800 -6.2510 -19.9186  C93 1.053
98 H 2.1734 -7.7655 -20.9681  C93 1.154
99 H 1.5046 -6.1400 -21.3897  C93 1.044
100 H 4.2898 -7.1473 -21.7003  C94 1.149
101 H 4.2969 -5.3746 -23.5090  C95 1.103
102 H 2.6758 -4.7403 -23.0833  C95 1.072
103 H 2.8821 -6.4010 -23.6039  C95 1.107
104 H 4.4909 -5.5462 -20.1258  O96 0.988
105 C 8.9907 -13.4589 -18.7449  C106 1.468, H109 1.014, H110 1.074, H111 1.083
106 C 8.6025 -13.2754 -20.1484  C105 1.468, C107 1.544, O108 1.250, H112 1.061
107 C 7.1711 -12.7087 -20.2618  C106 1.544, H113 1.099, H114 1.098, H115 1.048
108 O 9.3757 -12.5175 -20.7728  C106 1.250, H116 0.957
109 H 8.2781 -14.0415 -18.3189  C105 1.014
110 H 9.0314 -12.5107 -18.2412  C105 1.074
111 H 9.8879 -14.0008 -18.4714  C105 1.083
112 H 8.4413 -14.2302 -20.5822  C106 1.061
113 H 6.9674 -11.7234 -19.8188  C107 1.099
114 H 6.3886 -13.4157 -19.9550  C107 1.098
115 H 7.0305 -12.5097 -21.2810  C107 1.048
116 H 9.3175 -11.6988 -20.2804  O108 0.957
117 C 1.5302 -10.5450 -22.2013  C118 1.449, H121 1.078, H122 1.136, H123 1.139
118 C 2.4930 -10.1375 -23.2052  C117 1.449, C119 1.522, O120 1.209, H124 1.079
119 C 1.8532 -9.1444 -24.1651  C118 1.522, H125 1.073, H126 1.050, H127 1.124
120 O 3.4704 -9.5945 -22.7459  C118 1.209, H128 0.953
121 H 1.1600 -9.7310 -21.5995  C117 1.078
122 H 2.0334 -11.2068 -21.4275  C117 1.136
123 H 0.6524 -11.1459 -22.6084  C117 1.139
124 H 2.8675 -11.0569 -23.6292  C118 1.079
125 H 1.4596 -8.2964 -23.6381  C119 1.073
126 H 1.0350 -9.6244 -24.6149  C119 1.050
127 H 2.3987 -8.8067 -25.0886  C119 1.124
128 H 4.2040 -10.2021 -22.7124  O120 0.953

Calculated values
highest occupied orbital energy	-8.29	eV
energy relative to the best compared isomer or geometry (same formula, charge and spin)	5.058	eV

These are the Löwdin partial charges, in e, on atoms 1 to 99:
1. C -0.12
2. O -0.12
3. H 0.05
4. H 0.11
5. H 0.02
6. H 0.02
7. C -0.18
8. O -0.11
9. H 0.06
10. H 0.10
11. H 0.07
12. H 0.10
13. C -0.17
14. O -0.19
15. H 0.10
16. H 0.09
17. H 0.06
18. H 0.09
19. C -0.16
20. O -0.12
21. H 0.05
22. H 0.08
23. H 0.08
24. H 0.11
25. C -0.62
26. O -0.09
27. N 0.15
28. N 0.16
29. H 0.11
30. H 0.16
31. H 0.18
32. H 0.13
33. C -0.55
34. O -0.17
35. N 0.12
36. N 0.20
37. H 0.10
38. H 0.06
39. H 0.12
40. H 0.05
41. C -0.59
42. O -0.13
43. N 0.17
44. N 0.14
45. H 0.11
46. H 0.08
47. H 0.04
48. H 0.05
49. C -0.70
50. O -0.08
51. N 0.17
52. N 0.22
53. H 0.19
54. H 0.15
55. H 0.06
56. H 0.13
57. C -0.61
58. O -0.13
59. N 0.20
60. N 0.19
61. H 0.04
62. H 0.15
63. H 0.07
64. H 0.19
65. C -0.61
66. O -0.15
67. N 0.14
68. N 0.17
69. H 0.12
70. H 0.11
71. H 0.12
72. H 0.06
73. C -0.64
74. O -0.16
75. N 0.16
76. N 0.21
77. H 0.17
78. H 0.04
79. H 0.05
80. H 0.06
81. C -0.04
82. C -0.64
83. C -0.03
84. O 0.03
85. H 0.07
86. H 0.05
87. H 0.10
88. H 0.16
89. H 0.06
90. H 0.07
91. H 0.07
92. H 0.15
93. C -0.01
94. C -0.56
95. C -0.02
96. O -0.01
97. H 0.03
98. H 0.08
99. H 0.05

How do the records compare in DFT total energy? In the order shown, they have -78870.926; -76649.231 eV.
How do the records compare in LUMO level? In the order shown, they have -0.132; -0.018 hartree.